Density functional theory data (ωB97M-V with the def2-TZVPD basis set) for a structure of composition C6H20O12PPd.

Structure (ORCA input):
```
! RIJCOSX wB97M-V def2-TZVPD def2/J DEFGRID3
* xyz -3 3
Pd 12.263 -18.518 13.650
O 14.712 -18.264 15.516
H 14.837 -19.215 15.702
O 13.711 -21.010 12.292
H 13.596 -21.917 11.945
P 13.132 -16.200 10.683
O 13.520 -14.791 10.265
O 13.446 -17.399 9.695
O 11.807 -16.364 11.479
O 14.051 -16.663 11.781
C 10.387 -21.918 16.800
C 9.999 -23.309 16.359
O 11.017 -24.228 16.115
O 11.572 -21.281 16.302
H 10.463 -21.971 17.886
H 9.552 -21.229 16.670
H 9.378 -23.296 15.463
H 9.485 -23.768 17.203
H 11.740 -23.813 15.639
H 12.310 -21.740 16.711
C 10.981 -15.696 17.497
C 11.527 -16.643 18.613
O 12.884 -16.643 18.581
O 10.966 -16.315 16.210
H 11.369 -14.678 17.471
H 9.923 -15.602 17.742
H 11.166 -17.653 18.419
H 11.189 -16.476 19.636
H 13.115 -16.895 17.684
H 10.939 -15.548 15.633
C 7.151 -17.820 11.978
C 7.579 -19.113 12.808
O 8.948 -19.480 12.437
O 7.920 -16.686 12.408
H 6.085 -17.595 11.939
H 7.423 -18.047 10.947
H 6.919 -19.938 12.540
H 7.566 -18.853 13.867
H 8.910 -19.765 11.521
H 8.842 -16.837 12.187
*
```

As for the energy above the lowest of the compared OMol25 structures with the same formula, charge and spin: 69.82 kcal per mole.

=====

Density functional theory data (ωB97M-V with the def2-TZVPD basis set) for a cluster of 2 separate species, C2H7O2 in total.

Structure (ORCA input):
```
! RIJCOSX wB97M-V def2-TZVPD def2/J DEFGRID3
* xyz -1 1
O 2.167 0.643 1.308
H 2.392 1.304 1.971
C -0.788 -0.383 0.206
O -0.275 0.678 0.882
C -0.629 -0.277 -1.313
H -1.881 -0.548 0.396
H -0.334 -1.356 0.475
H 1.095 0.652 1.140
H 0.438 -0.201 -1.560
H -1.112 0.623 -1.687
H -1.072 -1.135 -1.817
*
```

As for the energy above the lowest of the compared OMol25 structures with the same formula, charge and spin: 0.82 kcal per mole.

=====

Density functional theory data (ωB97M-V with the def2-TZVPD basis set) for a cluster of 3 separate species, C3H12NO3 in total.

Structure (ORCA input):
```
! RIJCOSX wB97M-V def2-TZVPD def2/J DEFGRID3
* xyz 1 1
O 0.349 2.062 -1.443
C 0.547 2.359 -0.298
C 0.172 1.450 0.846
N -0.467 0.158 0.380
C -0.821 -0.704 1.580
H 1.094 3.259 -0.028
H 1.048 1.266 1.473
H -0.432 1.979 1.593
H -1.216 0.386 -0.268
H 0.348 -0.347 -0.057
H -1.577 -0.126 2.077
H 0.032 -0.815 2.244
H -1.354 -1.627 1.329
H -0.766 -1.261 -2.218
H 0.106 -0.155 -2.955
O -0.043 -0.630 -2.131
H 1.009 -2.178 -1.487
H 1.280 -2.814 -0.054
O 0.692 -2.262 -0.582
*
```

As for the energy above the lowest of the compared OMol25 structures with the same formula, charge and spin: 24.63 kcal per mole.

=====

Density functional theory data (ωB97M-V with the def2-TZVPD basis set) for a structure of composition C17H25CdN.

Structure (ORCA input):
```
! RIJCOSX wB97M-V def2-TZVPD def2/J DEFGRID3
* xyz 0 1
C 1.401 2.260 0.275
C 1.072 0.738 -2.875
C 2.025 0.930 0.556
H 2.100 3.043 0.628
C 1.472 -0.467 -2.460
H 0.292 0.807 -3.646
H 2.531 0.967 1.541
H 1.019 -1.366 -2.885
C 2.970 0.304 -0.424
H 3.722 -0.210 0.203
H 3.533 1.085 -0.955
C 0.933 2.667 -1.134
H 1.099 3.753 -1.211
H -0.154 2.523 -1.196
C 1.593 2.056 -2.389
H 2.684 2.059 -2.300
H 1.351 2.768 -3.194
C 2.540 -0.771 -1.457
H 3.471 -1.003 -2.009
H 2.283 -1.707 -0.932
Cd 0.289 0.165 1.853
H 0.511 2.349 0.965
C -2.341 2.400 1.540
N -2.019 1.005 1.186
C -2.255 0.760 -0.247
C -2.807 0.049 2.033
C -2.270 -1.348 1.830
C -3.148 -2.454 1.866
C -2.672 -3.700 1.451
C -1.360 -3.840 0.992
C -0.462 -2.751 1.061
C -0.922 -1.545 1.555
H -2.052 2.580 2.587
H -3.425 2.607 1.425
H -1.784 3.091 0.887
H -2.005 -0.276 -0.511
H -3.314 0.959 -0.505
H -1.610 1.427 -0.840
H -2.700 0.396 3.076
H -3.884 0.096 1.772
H -4.176 -2.306 2.191
H -3.340 -4.563 1.473
H -1.018 -4.795 0.582
H 0.573 -2.880 0.727
*
```

The value obtained for the calculated total energy is -885.09967 hartree.

=====

Density functional theory data (ωB97M-V with the def2-TZVPD basis set) for a structure of composition C43H51Cl8N7.

Structure (ORCA input):
```
! RIJCOSX wB97M-V def2-TZVPD def2/J DEFGRID3
* xyz 0 1
Cl -12.323 -13.575 10.930
C -11.222 -12.413 10.236
C -10.398 -12.868 9.044
Cl -9.165 -11.619 8.882
H -10.515 -12.144 11.019
H -11.726 -11.494 9.932
H -10.954 -12.863 8.112
H -9.889 -13.805 9.256
Cl -15.647 -9.436 12.452
C -16.688 -8.785 13.761
C -17.149 -7.355 13.522
Cl -15.733 -6.333 13.159
H -16.041 -8.728 14.632
H -17.549 -9.406 13.990
H -17.547 -6.981 14.463
H -17.912 -7.280 12.751
Cl -7.145 -8.647 11.483
C -7.850 -10.146 12.095
C -7.055 -10.769 13.219
Cl -5.477 -11.431 12.709
H -7.856 -10.890 11.301
H -8.863 -9.940 12.434
H -7.630 -11.627 13.570
H -6.941 -10.150 14.106
Cl -12.076 -4.443 11.286
C -12.436 -6.129 10.784
C -12.215 -7.089 11.954
Cl -10.644 -6.922 12.782
H -11.819 -6.361 9.919
H -13.475 -6.080 10.468
H -12.323 -8.081 11.520
H -12.996 -6.881 12.678
N -16.167 -11.369 15.672
C -17.172 -12.233 15.829
C -17.303 -13.027 16.957
C -16.354 -12.913 17.960
C -15.377 -11.943 17.847
C -15.331 -11.168 16.705
H -17.856 -12.279 14.991
H -18.078 -13.773 17.072
H -16.468 -13.480 18.876
H -14.632 -11.759 18.610
H -14.592 -10.391 16.553
N -10.049 -11.086 18.124
C -11.306 -11.331 18.537
C -11.743 -12.619 18.867
C -10.844 -13.663 18.801
C -9.584 -13.449 18.282
C -9.249 -12.154 17.941
H -12.148 -10.643 18.564
H -12.750 -12.751 19.234
H -11.066 -14.658 19.171
H -8.859 -14.251 18.282
H -8.247 -11.849 17.665
N -14.369 -15.038 13.598
C -13.511 -14.127 14.044
C -12.576 -14.403 15.036
C -12.627 -15.615 15.696
C -13.559 -16.548 15.266
C -14.397 -16.231 14.213
H -13.522 -13.137 13.608
H -11.808 -13.702 15.342
H -11.880 -15.914 16.420
H -13.660 -17.515 15.745
H -15.013 -16.991 13.751
N -8.203 -13.954 14.932
C -7.079 -14.071 14.206
C -7.008 -14.658 12.942
C -8.235 -14.936 12.356
C -9.426 -14.678 12.979
C -9.354 -14.183 14.295
H -6.163 -13.873 14.750
H -6.073 -14.911 12.470
H -8.246 -15.370 11.359
H -10.373 -14.968 12.545
H -10.268 -14.007 14.846
N -10.238 -8.112 10.160
C -10.517 -8.120 8.843
C -10.551 -6.979 8.070
C -10.360 -5.758 8.707
C -10.130 -5.714 10.067
C -9.964 -6.935 10.716
H -10.594 -9.101 8.388
H -10.770 -7.044 7.013
H -10.445 -4.807 8.194
H -10.094 -4.790 10.626
H -9.643 -6.971 11.751
N -9.974 -10.188 13.323
C -10.317 -10.441 14.588
C -11.632 -10.637 14.983
C -12.632 -10.514 14.028
C -12.269 -10.348 12.704
C -10.935 -10.133 12.396
H -9.512 -10.539 15.306
H -11.846 -10.931 16.000
H -13.667 -10.682 14.305
H -13.035 -10.486 11.950
H -10.589 -9.868 11.402
N -13.416 -8.732 17.554
C -12.351 -8.372 16.808
C -12.255 -7.202 16.081
C -13.396 -6.408 16.046
C -14.544 -6.762 16.747
C -14.505 -7.958 17.450
H -11.522 -9.061 16.927
H -11.357 -6.901 15.565
H -13.366 -5.490 15.471
H -15.391 -6.093 16.773
H -15.315 -8.274 18.099
*
```

The value obtained for the calculated total energy is -5733.66534 hartree.

=====

> Which formula does entry 2 have?

C2H7O2